1.
{
  "formula": "C4H8NO",
  "method": "ωB97M-V/def2-TZVPD",
  "spin_multiplicity": 1,
  "total_charge": -1,
  "homo_lumo_gap_ev": [6.95, 6.95],
  "symbols": ["C", "C", "C", "C", "N", "O", "H", "H", "H", "H", "H", "H", "H", "H"],
  "xyz": [[0.26233, -0.12581, 1.15331], [-1.39622, -0.93232, -0.30871], [0.28981, 1.32518, 1.12957], [0.39570, -1.02113, -1.65999], [-0.96169, -1.07964, -1.52446], [-1.69366, -1.37354, -2.53878], [-0.29456, -0.57822, 2.08527], [-2.46664, -1.01639, -0.17008], [0.07803, 1.67096, 0.15376], [-0.10034, 2.00256, 1.96812], [1.36913, 1.46858, 1.10617], [0.87445, -0.86236, -0.75863], [0.81654, -1.99960, -2.04079], [0.46807, -0.16447, -2.36377]],
  "forces_ev_per_angstrom": [[-2.3839, -3.8839, 0.8430], [1.6364, 1.4281, 1.5162], [0.7072, 1.4379, 1.2952], [2.7222, -0.3330, -3.8645], [-3.6919, -1.0766, 3.5216], [-0.2858, -0.1605, -1.4087], [0.8282, 0.9396, -1.3714], [-0.3714, -0.0703, -0.3467], [-0.8459, 0.7402, -1.0237], [-0.1327, -0.7635, -1.0696], [0.4911, 0.5723, 0.4491], [0.7371, 0.7324, 1.8554], [-0.5955, 1.0701, -0.3188], [1.1850, -0.6329, -0.0771]]
}

=====

2.
{
  "formula": "C4H8NO",
  "method": "ωB97M-V/def2-TZVPD",
  "spin_multiplicity": 1,
  "total_charge": -1,
  "homo_lumo_gap_ev": [6.11, 5.15],
  "symbols": ["C", "C", "C", "C", "N", "O", "H", "H", "H", "H", "H", "H", "H", "H"],
  "xyz": [[-2.07931, -0.76645, -0.15403], [-0.78973, -0.13169, -0.70822], [1.71410, 0.47235, 0.10457], [0.16924, 0.25439, 0.32520], [-3.16520, 0.11008, 0.50750], [-4.14742, 0.21747, -0.26556], [-2.51661, -1.22999, -1.04039], [-1.74210, -1.63558, 0.47153], [-0.96697, 0.64357, -1.52124], [1.77609, 1.21770, -0.63860], [2.18526, -0.47724, -0.03039], [2.29918, 1.02156, 0.85998], [-0.04913, 1.19327, 0.79174], [-0.08194, -0.40394, 1.06396]],
  "forces_ev_per_angstrom": [[1.4277, -1.0745, -1.3114], [-1.5745, 0.9431, -1.2906], [-1.2273, -0.3834, 0.8449], [1.7178, 2.3130, 0.0579], [0.3310, -0.3607, -1.4642], [0.7581, 0.0818, 0.9166], [-0.7583, 0.0311, 0.1591], [-0.6156, 0.8818, 0.2992], [0.0620, -0.8225, 0.8383], [0.3747, 0.1401, -1.9592], [0.6974, -0.4091, -0.9007], [-0.7370, -0.5067, 0.8242], [-0.7512, 1.2418, 0.4635], [0.2951, -2.0759, 2.5224]]
}

=====

3.
{
  "formula": "C4H8NO",
  "method": "ωB97M-V/def2-TZVPD",
  "spin_multiplicity": 1,
  "total_charge": 1,
  "homo_lumo_gap_ev": [6.65, 6.65],
  "symbols": ["C", "C", "C", "C", "N", "O", "H", "H", "H", "H", "H", "H", "H", "H"],
  "xyz": [[-0.85557, 1.39093, 0.30950], [-0.87068, 0.18126, 0.29649], [-1.26571, 2.68710, 0.87814], [1.80227, -1.32884, -0.82890], [-0.63714, -1.07858, -0.14821], [1.76269, -2.57094, -1.24180], [-1.92550, 3.12616, 0.15755], [-1.55604, 2.60510, 2.00284], [-0.35908, 3.43448, 0.82140], [1.98158, -1.15150, 0.13028], [1.85172, -0.56567, -1.67407], [-0.32071, -1.70972, 0.58244], [-1.36053, -1.63090, -0.55660], [1.75269, -3.38889, -0.72907]],
  "forces_ev_per_angstrom": [[-0.8294, 0.0355, 1.7340], [0.2778, 0.3564, -1.2368], [2.8607, 1.1927, 0.9227], [-1.4927, -3.0769, -5.3882], [1.9527, -1.2892, 0.8307], [0.1320, 2.6288, -1.2006], [-1.0999, 0.3253, 0.2833], [0.0514, 0.1874, -2.3314], [-1.5136, -1.4392, 0.3265], [0.6524, 1.1215, 4.1186], [-0.2580, -1.0834, 1.3719], [0.0734, 0.3231, 0.4499], [-0.9897, 0.3686, -0.9586], [0.1829, 0.3495, 1.0781]]
}

=====

4.
{
  "formula": "C4H8NO",
  "method": "ωB97M-V/def2-TZVPD",
  "spin_multiplicity": 1,
  "total_charge": 1,
  "homo_lumo_gap_ev": [9.36, 5.75],
  "symbols": ["C", "C", "C", "C", "N", "O", "H", "H", "H", "H", "H", "H", "H", "H"],
  "xyz": [[-1.98720, 0.46715, 0.12938], [-0.64460, -1.37980, -0.23742], [0.33834, 0.76189, -0.53110], [1.40531, 0.24962, 0.33534], [-0.86878, -0.04881, -0.22015], [2.58926, -0.11092, -0.11472], [-1.98437, 1.53555, 0.09835], [-2.92964, -0.07817, 0.25017], [0.37691, -1.80762, -0.43963], [-1.33051, -2.17354, 0.16966], [0.11059, 1.74302, -0.12160], [0.64567, 0.83438, -1.50617], [1.24192, 0.28718, 1.46657], [3.03710, -0.27992, 0.72131]],
  "forces_ev_per_angstrom": [[-1.5359, 1.4506, -0.2909], [1.4820, -2.6336, 0.6023], [-0.1108, 0.7724, 3.4287], [-1.2277, -0.2648, 2.3814], [0.8066, -2.3215, -0.7520], [-0.0597, 0.0785, 0.2714], [-0.4017, 0.4894, 0.1603], [0.7894, -0.1201, 0.2745], [-1.2404, 1.0989, -0.2618], [0.1628, 1.5611, -0.5979], [-0.1837, 0.4153, -0.5281], [0.0934, -0.2162, -2.6671], [0.2895, 0.0337, -1.7117], [1.1363, -0.3437, -0.3091]]
}

=====

5.
{
  "formula": "C4H8NO",
  "method": "ωB97M-V/def2-TZVPD",
  "spin_multiplicity": 1,
  "total_charge": 1,
  "homo_lumo_gap_ev": 11.61,
  "symbols": ["C", "C", "C", "C", "N", "O", "H", "H", "H", "H", "H", "H", "H", "H"],
  "xyz": [[2.77319, -0.38018, 0.26782], [-1.14645, -1.05209, 0.52495], [-1.04113, 0.00407, -0.64181], [-0.44606, 1.33564, -0.48919], [1.66697, -0.11493, 0.33097], [0.19716, 1.80042, 0.44898], [3.82438, -0.54904, 0.06106], [-0.23452, -1.17655, 1.04176], [-1.18170, -2.01804, -0.01501], [-1.98278, -0.69521, 1.19846], [-2.01334, 0.11773, -1.00020], [-0.33143, -0.49957, -1.44206], [-0.71210, 2.11313, -1.36945], [0.62781, 1.11462, 1.08372]],
  "forces_ev_per_angstrom": [[1.0579, -0.0005, -0.6389], [-0.6712, 1.2616, -1.0121], [3.2518, -2.2110, 0.4852], [-2.4087, 1.0595, -2.5698], [0.6600, -0.5918, 0.4786], [1.1804, 0.6250, 1.5037], [-0.4068, -0.1097, 0.3256], [0.8128, 0.3420, 0.9370], [-1.1551, 0.4014, 0.6384], [0.8233, -1.2564, -0.7311], [-1.4459, 0.3984, -1.3726], [-1.5041, 1.1418, 0.8976], [0.7803, -1.5898, 2.1561], [-0.9749, 0.5294, -1.0977]]
}

=====

6.
{
  "formula": "C4H8NO",
  "method": "ωB97M-V/def2-TZVPD",
  "spin_multiplicity": 1,
  "total_charge": 1,
  "homo_lumo_gap_ev": 8.44,
  "symbols": ["C", "C", "C", "C", "N", "O", "H", "H", "H", "H", "H", "H", "H", "H"],
  "xyz": [[-1.16289, -0.08813, -1.06999], [-0.46956, 0.56323, -0.01940], [0.52302, -0.59879, -0.08419], [-1.22045, 0.41467, 1.35656], [1.92273, -0.31652, -0.82711], [-1.81045, -0.60184, -1.87204], [-0.15421, 1.68986, -0.06733], [0.43197, -1.55329, 0.40020], [-2.31537, 0.67033, 1.17617], [-0.92639, 1.17794, 2.15604], [-1.30239, -0.59523, 1.72887], [1.82806, -0.41939, -1.94185], [2.45174, -1.00304, -0.36579], [2.20419, 0.66020, -0.57013]],
  "forces_ev_per_angstrom": [[0.4883, -0.6133, -0.3040], [0.7785, 0.8349, 2.5569], [0.6824, 1.7718, -2.4503], [-2.6483, 1.9565, 0.1003], [-4.1561, 1.3528, -1.9335], [0.4048, 0.5335, 0.4764], [-0.4415, -2.1477, -0.5440], [0.2175, 0.1747, 0.2739], [1.1813, -0.0696, 0.1447], [0.2206, -1.3337, -1.3090], [0.6532, -0.2659, 0.0754], [0.7849, 0.0799, 3.2102], [1.7378, -1.0006, 0.0979], [0.0966, -1.2735, -0.3950]]
}

=====

7.
{
  "formula": "C4H8NO",
  "method": "ωB97M-V/def2-TZVPD",
  "spin_multiplicity": 1,
  "total_charge": 1,
  "homo_lumo_gap_ev": 11.90,
  "symbols": ["C", "C", "C", "C", "N", "O", "H", "H", "H", "H", "H", "H", "H", "H"],
  "xyz": [[-2.91007, 0.52846, -0.42418], [1.54957, -0.64691, -0.51553], [0.53677, -1.25608, 0.37519], [0.85433, 0.20313, 0.53322], [-0.27465, 1.06849, 0.07137], [-3.91916, 0.08078, -0.47365], [0.79109, -1.88269, 1.08578], [2.62427, -0.74310, -0.24750], [1.26489, -0.23413, -1.54024], [-0.39111, -1.44666, 0.03002], [1.44226, 0.40138, 1.36572], [-1.22366, 0.59857, -0.04443], [-0.08644, 1.43232, -0.90202], [-0.25809, 1.89642, 0.68623]],
  "forces_ev_per_angstrom": [[0.3893, 0.1228, -0.0679], [0.2914, 2.0474, -0.8437], [1.1233, 3.1581, -2.0988], [-1.0216, -2.1761, -1.4299], [1.6819, 0.8778, -0.7368], [-1.4889, -0.4800, -0.1236], [1.6007, -2.9227, 3.3750], [-0.9432, -0.2772, -0.7828], [0.7276, -1.3904, 1.1676], [-2.8683, -0.6944, -1.4801], [0.3118, 1.4750, 1.4251], [0.9662, 0.8228, 0.7626], [0.0027, -0.2671, 1.1309], [-0.7728, -0.2962, -0.2975]]
}

=====

8.
{
  "formula": "C4H8NO",
  "method": "ωB97M-V/def2-TZVPD",
  "spin_multiplicity": 1,
  "total_charge": 1,
  "homo_lumo_gap_ev": 8.83,
  "symbols": ["C", "C", "C", "C", "N", "O", "H", "H", "H", "H", "H", "H", "H", "H"],
  "xyz": [[-0.52649, 1.13936, -0.04054], [0.81004, 1.03092, 0.12600], [-1.42308, -0.01306, -0.07507], [1.51307, -0.12149, -0.18082], [-0.79570, -1.31127, -0.05947], [2.73253, -0.40657, 0.00793], [-1.06452, 2.05168, -0.15388], [1.23162, 1.95981, 0.46416], [-2.15567, 0.18337, 0.77416], [-2.04815, 0.02177, -0.98783], [0.73107, -0.87823, -0.50699], [-1.03981, -1.85679, 0.79503], [-1.23558, -1.99033, -0.78504], [3.27066, 0.19081, 0.62235]],
  "forces_ev_per_angstrom": [[0.0995, -1.7872, -0.4872], [0.0820, 2.5201, 0.6708], [-2.1535, -0.1278, -0.2051], [-1.6506, -0.8767, 0.0741], [-2.1096, -3.5440, -0.2064], [1.5141, 0.4406, 1.0693], [0.1173, 0.9564, 0.4476], [0.9519, 0.2433, -0.1387], [0.6465, -0.3626, -0.8328], [0.0409, 0.4562, 0.3673], [1.8969, -0.1536, -0.2830], [0.5435, 0.8748, -0.4732], [1.0083, 1.8832, 1.2006], [-0.9872, -0.5228, -1.2033]]
}

=====

Record-wise molar mass values, in g/mol: 86.1 86.1 86.1 86.1 86.1 86.1 86.1 86.1